Formula: C54H126Cl4F6N6O27PPb
Source: the OMol25 dataset
Level of theory: ωB97M-V with the def2-TZVPD basis set

HOMO ... -10.611 eV
Charge ... +1
Largest force on an atom ... 0.090 Eh/bohr
HOMO-LUMO gap ... 6.45 eV

```
225
C54H126Cl4F6N6O27PPb | the OMol25 dataset | ωB97M-V with the def2-TZVPD basis set
Pb -4.82 16.91 -8.50
Cl -11.99 21.15 -14.59
Cl -12.50 18.22 -15.12
Cl -12.85 13.38 -12.71
Cl -15.00 14.52 -11.15
P -10.99 18.18 -10.05
F -10.09 18.86 -11.25
F -10.89 16.76 -10.97
F -11.00 19.62 -9.32
F -11.83 17.56 -8.81
F -9.58 17.85 -9.28
F -12.35 18.64 -10.85
O -11.66 18.95 -3.39
O -16.05 20.96 -8.65
O -8.22 11.82 -15.07
O -11.52 19.88 -5.32
O -9.50 23.34 -7.96
O -15.91 23.12 -8.82
O -14.32 22.58 -11.19
O -2.92 17.21 -10.04
O -16.33 19.89 -13.78
O -15.05 24.29 -12.50
O -16.63 14.79 -6.36
O -6.07 12.21 -14.21
O -15.98 19.10 -15.88
O -9.69 25.64 -8.05
O -8.24 15.95 -15.35
O -6.53 17.23 -16.01
O -8.89 23.04 -12.13
O -13.22 18.43 -4.96
O -18.00 22.21 -9.06
O -7.95 24.66 -7.02
O -8.11 17.36 -5.09
O -7.85 13.09 -13.17
O -6.09 15.35 -14.91
O -13.02 24.46 -11.45
O -10.54 12.85 -9.87
O -15.98 21.32 -15.36
O -5.95 15.84 -10.59
N -3.95 14.36 -9.00
N -5.23 19.09 -10.25
N -7.63 20.55 -10.99
N -7.25 17.48 -7.99
N -8.31 13.46 -7.01
N -12.99 15.77 -6.25
C -14.05 23.82 -11.68
C -16.75 22.08 -8.86
C -12.22 19.05 -4.58
C -8.47 18.33 -6.01
C -16.37 23.58 -12.58
C -7.46 12.33 -14.23
C -4.44 12.36 -10.23
C -12.11 18.10 -2.39
C -14.23 15.30 -6.88
C -14.39 21.62 -17.08
C -13.40 14.82 -11.86
C -7.26 16.25 -11.06
C -9.10 16.90 -4.15
C -9.30 12.90 -9.13
C -4.65 15.38 -14.91
C -9.24 13.45 -13.04
C -6.92 16.23 -15.52
C -16.10 20.01 -15.07
C -12.29 19.53 -13.94
C -2.94 18.44 -10.83
C -7.74 20.87 -12.38
C -17.16 15.32 -7.57
C -15.88 21.74 -16.69
C -13.08 21.34 -6.56
C -5.88 14.37 -10.49
C -9.92 23.91 -12.60
C -4.19 10.64 -14.46
C -4.08 16.36 -13.93
C -5.43 11.29 -15.10
C -15.38 15.35 -5.92
C -16.80 19.79 -8.86
C -9.53 13.67 -7.75
C -7.30 18.54 -7.00
C -4.45 13.90 -10.29
C -5.79 24.13 -6.32
C -7.12 23.54 -6.72
C -10.68 23.06 -8.65
C -7.41 19.84 -7.74
C -9.09 24.64 -7.74
C -16.41 24.45 -8.82
C -11.99 20.22 -6.65
C -9.28 16.81 -15.86
C -13.84 13.90 -7.38
C -17.10 24.00 -13.83
C -15.76 18.67 -8.77
C -16.41 18.58 -13.22
C -7.70 19.52 -13.17
C -1.72 16.61 -9.91
C -4.18 20.27 -12.12
C -4.31 18.87 -11.38
C -13.32 21.63 -10.76
C -11.42 11.82 -9.45
C -8.94 21.78 -12.80
C -9.74 15.21 -7.92
H -15.17 14.85 -4.97
H -7.39 19.66 -14.20
H -10.69 23.58 -9.61
H -2.56 19.33 -10.33
H -13.05 21.86 -9.73
H -1.66 15.91 -9.08
H -16.13 22.80 -16.73
H -13.11 19.51 -13.22
H -13.22 15.73 -12.43
H -15.57 16.41 -5.72
H -16.28 22.50 -12.57
H -8.14 17.50 -8.46
H -14.73 13.43 -7.81
H -15.62 25.15 -9.09
H -16.52 23.84 -14.74
H -12.37 16.06 -7.00
H -6.61 19.91 -8.48
H -7.18 20.61 -7.00
H -16.52 21.24 -17.41
H -17.36 16.39 -7.45
H -16.95 23.96 -11.74
H -16.52 15.24 -8.44
H -7.31 16.68 -7.37
H -13.13 18.28 -2.05
H -8.68 19.06 -13.33
H -0.90 17.29 -9.68
H -18.14 14.86 -7.63
H -7.64 14.15 -7.31
H -5.89 24.77 -5.44
H -18.06 23.54 -14.06
H -9.76 24.40 -13.56
H -7.42 17.33 -10.97
H -6.28 13.84 -11.36
H -4.49 16.19 -12.93
H -11.58 23.32 -8.09
H -13.69 20.61 -10.81
H -3.85 14.26 -11.12
H -12.37 19.29 -7.09
H -9.69 15.82 -7.02
H -16.84 24.75 -7.86
H -17.52 19.71 -8.05
H -8.10 15.75 -10.59
H -10.47 13.34 -7.30
H -13.12 16.65 -5.77
H -5.44 24.82 -7.09
H -17.24 19.78 -9.86
H -5.13 20.61 -12.53
H -9.41 18.06 -6.51
H -9.32 17.02 -16.93
H -17.09 17.94 -13.79
H -11.47 19.22 -13.29
H -14.01 21.03 -6.10
H -9.12 17.76 -15.36
H -8.54 13.42 -9.70
H -16.84 18.55 -12.22
H -7.27 16.07 -12.13
H -4.67 18.10 -12.07
H -10.97 10.83 -9.56
H -6.50 14.05 -9.66
H -12.85 14.96 -10.93
H -4.27 15.63 -15.90
H -12.41 21.73 -11.34
H -12.21 11.76 -10.19
H -10.75 15.53 -8.19
H -16.37 17.77 -8.79
H -11.67 11.83 -8.39
H -8.76 19.25 -5.50
H -8.41 20.08 -8.08
H -14.14 20.57 -16.94
H -17.30 25.07 -13.89
H -4.71 14.21 -8.34
H -17.16 24.65 -9.59
H -8.91 22.03 -13.86
H -6.33 18.49 -6.51
H -9.80 12.79 -12.38
H -6.86 21.47 -12.61
H -8.75 16.09 -3.51
H -10.80 21.99 -8.85
H -9.66 13.49 -14.04
H -4.74 11.67 -11.02
H -9.92 21.34 -12.58
H -2.99 16.23 -13.88
H -5.09 11.82 -15.99
H -10.21 16.34 -15.53
H -11.13 20.54 -7.23
H -5.18 23.27 -6.07
H -7.07 18.81 -12.63
H -15.47 18.04 -13.09
H -3.41 11.35 -14.18
H -3.90 21.02 -11.38
H -11.93 17.09 -2.74
H -3.25 13.75 -8.61
H -13.04 13.85 -8.12
H -8.98 15.65 -8.56
H -6.15 10.55 -15.44
H -7.63 21.46 -10.54
H -2.23 18.34 -11.65
H -6.17 19.29 -10.58
H -11.43 18.27 -1.55
H -3.37 20.40 -12.84
H -9.30 17.76 -3.51
H -4.24 14.38 -14.78
H -13.78 22.16 -16.35
H -9.99 16.50 -4.63
H -13.50 13.38 -6.49
H -13.33 21.55 -7.60
H -14.25 22.03 -18.08
H -15.16 18.78 -7.86
H -10.90 23.43 -12.59
H -4.47 10.18 -13.51
H -7.49 22.90 -5.92
H -1.41 16.00 -10.76
H -14.95 18.64 -9.50
H -4.98 20.00 -9.89
H -4.98 12.08 -9.32
H -10.04 24.64 -11.80
H -8.82 11.92 -9.02
H -9.32 14.49 -12.71
H -4.26 17.41 -14.14
H -3.61 9.90 -15.02
H -3.44 11.98 -10.02
H -8.56 13.74 -6.08
H -7.02 22.83 -7.54
H -8.47 20.05 -10.73
H -12.69 22.21 -6.03
H -14.54 15.94 -7.71
```

***

Formula: C54H156N21O11P5
Source: the OMol25 dataset
Level of theory: ωB97M-V with the def2-TZVPD basis set

HOMO ... -8.281 eV
Charge ... 0
Largest force on an atom ... 0.060 Eh/bohr
SMILES string ... CN(C)P(=O)(N(C)C)N(C)C.CN(C)P(=O)(N(C)C)N(C)C.CN(C)P(=O)(N(C)C)N(C)C.CN(C)P(=O)(N(C)C)N(C)C.CN(C)P(=O)(N(C)C)N(C)C.COC[C@H](C)N.COC[C@H](C)N.COC[C@H](C)N.COC[C@H](C)N.COC[C@H](C)N.COC[C@H](C)N
HOMO-LUMO gap ... 8.74 eV

```
247
C54H156N21O11P5 | the OMol25 dataset | ωB97M-V with the def2-TZVPD basis set
P 8.26 9.46 -4.34
P -4.67 8.51 9.09
P -1.89 1.96 -12.27
P 7.72 -2.81 -5.84
P -10.46 -6.13 7.52
O -8.02 -8.99 -1.63
O 8.44 9.47 -2.87
O 0.45 -1.65 10.98
O -10.17 -5.31 8.75
O -1.57 2.07 0.12
O 6.85 4.06 4.52
O -0.18 -8.70 -4.55
O 7.36 -3.81 -4.80
O 0.73 -5.73 4.25
O -5.50 8.26 10.29
O -0.63 2.04 -13.02
N -1.43 -1.67 0.13
N 6.57 -1.67 -6.37
N 8.18 11.02 -5.07
N -12.06 -6.87 7.52
N -4.42 10.15 8.75
N -6.06 -7.01 -2.38
N -2.18 0.38 -11.63
N 9.52 6.30 3.38
N 2.91 -5.91 2.41
N -10.36 -5.36 5.99
N -3.03 8.02 9.17
N -5.26 7.85 7.59
N 1.64 -2.89 13.51
N 2.39 -9.88 -2.05
N 8.23 -3.54 -7.29
N 6.87 8.59 -4.81
N 8.98 -1.76 -5.35
N -9.46 -7.52 7.33
N -2.12 3.14 -11.05
N -3.26 2.26 -13.28
N 9.57 8.64 -5.12
C -3.53 -0.05 -10.99
C -0.05 -9.84 -1.76
C -6.68 8.27 7.35
C 1.94 -6.33 4.65
C 5.51 9.10 -4.42
C -12.42 -7.95 8.41
C -3.97 1.22 -14.10
C 9.23 -1.57 -3.97
C 9.57 8.47 -6.55
C 1.13 -9.87 -2.79
C -1.98 -0.33 0.03
C -4.37 10.72 7.40
C -2.68 6.86 9.98
C 10.34 7.65 -4.39
C -0.43 -6.33 4.73
C 9.88 -1.12 -6.37
C 1.87 -1.91 11.19
C -13.32 -6.32 6.95
C -0.23 -7.76 -5.55
C 3.11 -5.73 3.86
C 0.05 -1.63 9.60
C -3.37 3.27 -10.39
C 2.31 -1.90 12.65
C 9.60 -3.97 -7.46
C -1.11 -0.45 -11.15
C -2.00 8.46 8.22
C -9.59 -8.49 6.27
C 7.22 -3.99 -8.21
C 7.00 7.12 -4.68
C 7.50 11.30 -6.38
C 5.49 4.50 4.51
C -7.43 -6.89 -2.89
C -3.92 10.87 9.89
C 7.40 7.14 4.30
C -3.44 3.57 -13.80
C -8.04 -8.38 -2.91
C 1.01 -8.64 -3.75
C 3.20 -4.22 4.16
C 8.39 5.94 4.30
C 3.79 -2.26 12.69
C -1.44 2.50 -1.22
C -7.48 -6.17 -4.24
C -4.86 6.44 7.13
C -3.29 -0.22 0.79
C 5.55 -1.23 -5.38
C 7.77 4.66 3.67
C -1.04 0.77 0.50
C -8.47 -7.92 8.39
C 8.59 12.13 -4.15
C -8.30 -10.37 -1.66
C -10.90 -6.00 4.79
C 6.89 -0.64 -7.42
C -0.96 3.60 -10.24
C -10.16 -3.89 5.82
H -3.63 0.82 0.84
H 8.66 -2.27 -3.35
H 9.78 6.79 -4.02
H 2.12 -5.31 2.24
H -2.53 3.99 -14.22
H 10.25 -3.73 -6.61
H 4.04 -3.20 12.19
H -0.53 -6.41 5.81
H -7.99 -6.23 -2.23
H -5.32 10.79 6.88
H -6.83 -6.62 -5.00
H -0.45 -7.33 4.29
H -10.61 -8.83 6.11
H 4.92 3.64 4.85
H 0.82 -3.20 13.01
H -4.90 6.27 6.06
H -4.30 3.61 -14.46
H 5.97 -0.30 -7.90
H -0.54 2.12 -1.70
H -1.74 6.39 9.70
H 0.48 -8.17 -6.27
H 4.01 -6.27 4.11
H 6.70 10.58 -6.57
H 8.73 7.84 -6.83
H -4.40 0.43 -13.48
H 6.05 6.73 -5.04
H 9.66 12.04 -3.95
H -0.84 2.97 -9.36
H 10.14 -3.59 -8.32
H 2.10 -6.28 5.72
H -11.42 -5.26 4.17
H -1.39 -1.99 1.09
H 6.99 12.25 -6.18
H -6.19 -7.61 -1.58
H 10.96 -1.22 -6.26
H 11.20 7.32 -4.97
H -11.10 -3.35 5.93
H -2.28 -0.16 -1.01
H 0.90 -1.84 8.95
H 7.23 -3.22 -8.99
H 0.03 -10.73 -1.14
H 6.25 -3.98 -7.71
H 5.23 5.26 5.25
H -1.36 -1.51 -11.15
H 7.33 0.29 -7.06
H 10.70 8.10 -3.47
H -0.81 -2.28 9.41
H 1.03 -7.70 -3.20
H -9.07 -8.34 -3.28
H 4.82 8.57 -5.07
H -13.79 -6.98 6.23
H -5.57 -7.59 -3.05
H 10.20 6.92 3.79
H -1.30 3.58 -1.31
H -8.89 -8.69 9.03
H -0.03 0.78 0.11
H 4.97 -0.44 -5.85
H 6.44 7.07 4.80
H 7.23 6.87 -3.65
H 9.62 -0.07 -6.47
H -0.78 -0.14 -10.16
H -8.49 -6.17 -4.65
H -9.30 -10.60 -2.03
H 2.28 -3.67 13.41
H 10.27 -1.75 -3.71
H -13.15 -5.40 6.38
H -7.61 -8.46 7.99
H -7.39 -8.97 -3.55
H -12.66 -8.73 7.68
H 9.77 -1.59 -7.34
H -7.58 -10.92 -2.26
H -3.50 2.50 -9.63
H 5.03 4.86 3.58
H 5.98 -0.71 -4.53
H -3.21 -0.46 1.84
H 7.10 7.49 3.31
H -5.41 5.67 7.66
H -0.23 -0.32 -11.77
H 4.15 -3.83 3.79
H 8.56 3.95 3.43
H -3.41 -0.24 -9.92
H -11.50 -6.87 5.03
H 0.03 -6.80 -5.11
H 9.04 6.77 2.62
H -2.01 9.55 8.16
H -4.18 3.06 -11.09
H 7.94 8.02 4.65
H -3.94 11.72 7.35
H -3.92 -0.97 -11.42
H -4.74 11.45 10.33
H -1.25 -7.76 -5.94
H 7.27 4.67 2.71
H 2.01 -7.39 4.39
H -6.81 8.53 6.30
H -0.18 -0.58 9.48
H 9.04 -0.53 -3.70
H 5.54 10.17 -4.62
H -8.20 -7.04 8.97
H -1.12 4.60 -9.85
H -8.99 -9.37 6.53
H 8.17 11.44 -7.23
H -7.29 7.39 7.58
H -14.03 -6.17 7.76
H -3.46 6.11 9.84
H 1.80 -8.53 -4.49
H 2.20 -0.95 13.16
H -0.05 -8.94 -1.14
H 3.27 -4.01 5.23
H 8.85 5.75 5.27
H 3.19 -9.63 -2.62
H -8.30 -10.71 -0.63
H -3.16 11.55 9.52
H 5.38 8.99 -3.34
H 10.45 7.96 -6.95
H -0.06 3.59 -10.85
H -1.02 -9.91 -2.25
H -1.28 -5.74 4.41
H 1.07 -10.82 -3.33
H -3.32 0.95 -14.94
H -6.96 9.06 8.05
H -3.43 10.28 10.66
H -4.03 -0.83 0.27
H -1.00 0.69 1.59
H -2.08 8.02 7.23
H -3.84 6.24 7.46
H -1.00 8.23 8.58
H -4.90 1.68 -14.42
H 2.46 -1.09 10.77
H -9.78 -3.67 4.83
H 2.30 -3.77 3.74
H 4.33 -1.54 12.07
H 9.62 -5.06 -7.52
H 9.46 9.43 -7.05
H 4.92 -2.06 -5.07
H -10.14 -6.22 4.04
H -3.67 4.27 -12.99
H -2.29 2.21 -1.85
H 3.59 -5.39 1.87
H -13.24 -7.74 9.10
H -11.54 -8.31 8.94
H -9.14 -8.08 5.37
H -4.36 0.64 -11.14
H 7.44 -5.01 -8.52
H -2.51 7.22 11.00
H 2.15 -2.83 10.69
H 2.29 -9.07 -1.46
H 8.14 12.12 -3.16
H -3.51 4.21 -9.86
H -3.79 10.08 6.74
H 7.55 -1.05 -8.18
H 7.80 6.72 -5.29
H -2.18 -2.26 -0.20
H -7.15 -5.15 -4.10
H 4.16 -2.17 13.71
H -9.44 -3.50 6.54
H 8.35 13.13 -4.53
```

***

> Which of these has the lowest largest force on an atom?

C54H156N21O11P5

***

> Among the records above, which one has the highest HOMO?

C54H156N21O11P5

***

> The highest largest force on an atom belongs to which entry?

C54H126Cl4F6N6O27PPb

***

> The lowest HOMO belongs to which entry?

C54H126Cl4F6N6O27PPb